Here is a structure of composition C33H40F4N6ORbS3Si2 from the OMol25 dataset. Energies are from ωB97M-V with the def2-TZVPD basis set.

```
90
Properties=species:S:1:pos:R:3:forces:R:3:mulliken_charge:R:1
Rb -0.501021 -0.534648 -0.622478 -0.3 0.1 -0.1 0.49
S -3.959394 2.092976 -1.011540 0.0 0.0 0.0 -0.09
S -0.631180 2.757901 -0.604459 0.0 0.0 -0.1 -0.07
S -2.716172 5.428339 0.517492 0.0 0.0 0.0 -0.18
Si -1.967955 0.319273 3.545447 0.0 0.1 0.0 -0.19
Si 0.435361 -1.979922 3.049991 0.1 0.0 0.0 0.00
F 1.303681 1.069599 -2.781374 0.0 0.1 0.0 0.06
F 3.047679 -1.147879 -6.580361 0.0 0.0 0.0 -0.39
F 3.700165 1.467432 -1.907105 0.0 0.0 0.0 -0.45
F 5.462700 -0.736980 -5.712545 0.0 0.0 0.0 -0.37
O 2.060150 -1.064001 -0.577284 0.2 -0.2 0.1 -0.03
N -1.189616 -0.571189 -3.375473 -0.1 0.0 0.1 -0.84
N -2.287751 -2.349262 0.943153 0.0 0.0 0.0 0.81
N 8.180054 -0.655042 -4.185900 0.0 0.0 0.0 -0.75
N 4.249760 -1.376705 -1.012793 0.0 0.1 0.1 -0.24
N -0.059733 -1.126273 -7.498035 0.0 0.0 0.0 -0.73
N 6.443100 1.056844 -0.669772 0.0 -0.2 0.0 -0.81
C 6.069261 0.350247 -3.112895 0.0 -0.2 0.0 0.08
C -2.304003 -2.191620 2.274020 -0.1 -0.1 0.0 -0.34
C -3.424329 3.875832 1.165129 0.0 0.0 0.0 0.24
C -4.147878 -3.850059 1.092977 0.0 0.0 0.1 -0.75
C 6.272953 0.737878 -1.772572 0.0 0.3 -0.1 0.18
C -3.193773 -3.147978 0.379310 0.0 0.0 0.0 -0.61
C 2.604577 -2.576517 -2.365203 0.0 0.0 0.0 0.32
C 2.025033 -0.095637 -4.725260 0.2 0.1 0.0 0.13
C -0.343436 -0.497435 -4.174426 -0.1 -0.1 -0.1 0.14
C -3.599249 0.679396 2.697761 0.0 0.0 0.0 -0.66
C 3.594279 0.800907 -3.075952 0.1 0.0 0.0 0.04
C 0.668138 -0.441009 -5.130643 -0.2 0.0 0.1 0.17
C 2.947111 -1.587039 -1.251729 0.2 0.0 0.0 -0.17
C 0.713745 -3.365464 1.827257 0.0 0.0 0.0 -0.66
C 3.174164 -0.484400 -5.417906 -0.1 0.0 0.0 0.07
C 2.151012 -3.870954 -1.789321 0.0 0.0 0.0 -1.34
C 2.316965 0.599676 -3.552991 0.0 -0.1 0.0 1.04
C -3.241017 -2.863681 3.069093 0.1 0.1 0.1 -0.29
C -1.299223 -1.284368 2.858353 0.0 0.0 0.0 0.50
C -2.963739 3.085413 -2.163495 0.0 0.0 0.0 -0.89
C -2.252423 0.131296 5.394388 0.0 0.0 0.0 -1.17
C 7.212383 -0.206071 -3.737056 0.0 0.1 0.0 0.05
C -0.784723 1.741150 3.259092 0.0 0.0 0.0 -0.93
C 1.758522 -0.679964 2.844758 0.0 0.0 0.0 -0.83
C 0.497177 -2.689090 4.791931 0.0 0.0 0.0 -1.20
C -4.491112 3.287302 0.243115 0.0 0.0 0.0 -0.97
C -0.227574 4.515840 -0.446294 0.0 0.0 0.0 -1.04
C 4.744664 0.317701 -3.711229 -0.1 0.0 0.0 0.65
C 0.295131 -0.811767 -6.442708 0.0 0.0 0.1 -0.05
C -1.502389 2.659831 -2.184574 0.0 0.0 0.0 -0.21
C -0.931824 5.196409 0.720678 0.0 0.0 0.0 -0.45
C -4.161662 -3.702617 2.473281 0.0 0.0 -0.1 -0.56
C 4.456072 -0.277116 -4.948904 0.0 0.0 0.1 0.04
H 1.100228 -4.083919 -1.659693 0.0 0.0 0.0 0.41
H -1.276784 2.680130 3.530024 0.0 0.0 0.0 0.39
H 1.462481 -3.167422 4.975654 0.0 0.0 0.0 0.37
H -0.098064 -4.095480 1.836866 0.0 0.0 0.0 0.38
H -0.483932 5.005705 -1.385706 0.0 0.0 0.0 0.35
H 1.639200 -3.886458 2.087890 0.0 0.0 0.0 0.44
H -2.664263 1.052842 5.814034 0.0 0.0 0.0 0.39
H 4.936391 -1.588733 -1.721864 0.0 0.0 0.0 0.25
H 2.868911 -4.586875 -1.415926 0.0 0.0 0.0 0.35
H -3.228118 -2.721667 4.142632 0.0 0.0 0.0 0.34
H -4.326013 -0.115920 2.876199 0.0 0.0 0.0 0.47
H 4.502247 -0.610199 -0.398570 0.0 -0.1 0.0 0.30
H -0.280190 -3.444353 4.930853 0.0 0.0 0.0 0.30
H -3.147446 -3.228856 -0.701771 0.0 0.0 0.0 0.37
H 1.746899 -0.227032 1.851341 0.0 0.0 0.0 0.15
H 1.700429 0.107685 3.596589 0.0 0.0 0.0 0.39
H -0.747587 4.660646 1.653023 0.0 0.0 0.0 0.14
H -0.940957 3.232473 -2.925474 0.0 0.0 0.0 0.52
H -5.196639 2.709675 0.844439 0.0 0.0 0.0 0.36
H -3.874675 4.100692 2.133989 0.0 0.0 0.0 0.57
H 0.359622 -1.915120 5.549835 0.0 0.0 0.0 0.31
H -1.318606 -0.084010 5.917783 0.0 0.0 0.0 0.32
H -3.465328 0.775253 1.616087 0.0 0.0 0.0 -0.08
H -3.074455 4.133939 -1.894928 0.0 0.0 0.0 0.33
H -0.527026 6.202704 0.847746 0.0 0.0 0.0 0.45
H -2.957166 -0.673999 5.612098 0.0 0.0 0.0 0.29
H -4.853041 -4.489220 0.581048 0.0 0.0 0.0 0.42
H -1.437718 1.615250 -2.500877 0.1 0.0 0.0 -0.02
H 2.735645 -1.159926 2.949621 0.0 0.0 0.0 0.42
H 0.840257 -2.994702 0.808229 0.0 0.0 0.0 -0.10
H 3.477675 -2.715751 -3.008066 0.0 0.0 0.0 0.57
H -5.066871 4.081251 -0.236609 0.0 0.0 0.0 0.57
H -4.026344 1.615317 3.068089 0.0 0.0 0.0 0.40
H 0.117542 1.656340 3.865225 0.0 0.0 0.0 0.50
H -4.887789 -4.232762 3.076802 0.0 0.0 0.0 0.46
H -0.485978 1.812560 2.210823 0.0 0.0 0.0 0.10
H 0.853411 4.591026 -0.315653 0.0 0.0 0.0 0.52
H 1.817001 -2.123257 -2.970253 0.0 0.0 0.0 -0.42
H -2.614086 3.165769 1.314347 0.0 0.0 0.0 -0.57
H -3.381542 2.939879 -3.160832 0.0 0.0 0.0 0.52
```
Positions in Å, forces in eV/Å.

Output
Charge: -1
Lowest unoccupied orbital energy (spin up / spin down), eV: 0.310 / 1.389
Gap between HOMO and LUMO (spin up / spin down), eV: 3.90 / 4.98
Spin multiplicity: 1


Here is the ion C5H15N2O with charge +2 at a distorted geometry from the OMol25 dataset. Energies are from ωB97M-V with the def2-TZVPD basis set.

```
23
Properties=species:S:1:pos:R:3:forces:R:3:mulliken_charge:R:1
O 1.687295 -0.410784 -2.309938 2.2 3.4 1.0 -0.49
N 0.109474 -1.340167 0.040447 2.4 -4.8 -3.5 -0.15
N -0.201842 -0.429267 2.348795 4.0 2.7 2.8 -0.33
C -0.148107 1.026113 2.214998 -0.4 0.0 -2.2 -0.41
C -0.357719 1.086056 -0.371725 0.4 0.2 3.3 -1.04
C -0.442755 -0.356160 -0.869457 -1.3 1.9 -3.0 0.43
C -1.167116 1.300601 1.068635 0.3 -1.2 -3.0 -0.74
C 0.340795 -0.547358 -2.216983 -2.5 -1.4 -2.3 -1.12
H 0.848600 1.401114 1.819654 -0.8 -0.7 1.3 0.35
H 1.172072 -1.528795 -0.204269 -1.6 1.5 1.1 0.48
H -1.589531 -0.449409 -1.084984 2.1 -0.8 0.4 0.19
H 0.264128 -1.608175 -2.562304 -0.9 0.4 0.5 0.43
H 0.635868 -0.829439 2.827146 -0.2 -0.1 -0.7 0.39
H 1.950183 0.572866 -2.447567 -0.4 -2.4 0.3 0.38
H -0.190379 0.019309 -3.029231 0.2 -0.2 0.9 0.50
H -0.134290 -2.398259 -0.176960 -0.6 2.4 0.4 0.48
H -0.137275 -1.130794 0.977329 0.2 -0.2 1.4 0.16
H -1.758301 2.185567 0.920253 0.2 0.8 1.1 0.37
H -0.985608 -0.796426 2.776023 -2.9 -1.1 0.8 0.34
H 0.612989 1.450702 -0.067391 0.9 -0.4 -0.6 0.40
H -0.634346 1.803160 -1.118132 -0.8 0.1 -0.5 0.52
H -0.367497 1.441533 3.238985 -0.1 -0.1 -0.4 0.40
H -1.888988 0.483845 0.933452 -0.3 0.1 0.9 0.43
```
Positions in Å, forces in eV/Å.

Output
Charge: +2
Lowest unoccupied orbital energy (spin up / spin down), eV: -7.425 / -13.916
Gap between HOMO and LUMO (spin up / spin down), eV: 10.89 / 4.31
Spin multiplicity: 2


Computed relative energy (zero: lowest compared OMol25 entry of this formula, charge and spin) (kcal per mole) in order:
1.39; 111.79
Computed energy (Eh) in order:
-3882.42097; -383.43220
Computed molar mass (g mol⁻¹) in order:
850.557; 119.188